1.
11
Properties=species:S:1:pos:R:3 method="wB97M-V/def2-TZVPD" e_tot_ev=-8670.321 e_above_lowest_kcal_mol=76.6 homo_ev=-8.8 e_lumo_ev=0.4 gap_ha=0.3384 largest_force_ha_per_bohr=0.08974
H -2.47669 -0.27891 -1.77169
N -1.40275 -0.33206 -2.25407
C -0.39451 -0.28442 -1.45777
N -0.35521 -0.08306 -0.11286
N 0.78429 -0.35656 0.66200
C 0.83082 0.39597 1.82584
O -0.13352 0.96515 2.24389
H 0.66300 -0.45175 -1.94639
H -1.18170 0.21861 0.45472
H 1.81301 -0.30638 0.06312
H 1.85326 0.51341 2.29322

2.
9
Properties=species:S:1:pos:R:3 method="wB97M-V/def2-TZVPD" e_tot_ev=-153055.655 e_above_lowest_kcal_mol=61.5 homo_ev="-7.9 / -8.0" e_lumo_ev="-0.2 / -0.2" gap_ha="0.2850 / 0.2863" largest_force_ha_per_bohr=0.07606
C -0.08908 0.85563 0.65177
C -0.38483 -0.68729 -1.20604
S 1.15812 0.21553 1.61660
Br 1.36451 -1.44352 -1.27532
Br -0.77040 0.34195 -2.83929
H -1.06288 0.64831 1.08786
H 0.29729 1.59724 -0.04151
H -1.05167 -1.37133 -0.77371
H 0.53894 -0.15652 2.77964

3.
75
Properties=species:S:1:pos:R:3 method="wB97M-V/def2-TZVPD" e_tot_ev=-39490.202 e_above_lowest_kcal_mol=0.0 homo_ev=-8.3 e_lumo_ev=-1.0 gap_ha=0.2682 largest_force_ha_per_bohr=0.11430
C -1.12289 1.52024 -0.89548
C 0.22832 1.71602 -1.74265
C 0.60122 3.26327 -1.95096
C 1.79276 3.54369 -2.98899
C 3.19889 2.85871 -2.60182
C 3.27953 1.30183 -3.01121
C 3.79853 0.44472 -1.73562
C 5.38954 0.17863 -1.99622
C 5.95582 -0.74437 -0.80748
C 5.84646 -0.07927 0.65203
C 4.72268 -0.78157 1.59274
C 4.83264 -2.34550 1.68524
C 3.80582 -3.10383 2.58594
C 2.72432 -2.28347 3.34805
C 1.67331 -3.16314 4.22198
C 1.10492 -4.29880 3.19748
F 2.36912 -3.76048 5.35695
C 2.60686 -0.70631 3.26639
N 1.54707 -0.09990 4.02761
C 1.60918 1.31486 3.87433
C 2.62148 2.09598 2.98933
N 3.63449 1.47298 2.20699
C 3.62798 0.04470 2.37781
H -2.06798 1.72516 -1.51100
H -1.08214 2.22055 0.02537
H -1.10063 0.43464 -0.49436
H 0.20488 1.12748 -2.74005
H 1.08299 1.23535 -1.12813
H -0.34464 3.76484 -2.40148
H 0.76608 3.76615 -0.93016
H 1.97936 4.68926 -2.96479
H 1.47811 3.32193 -4.07876
H 3.38102 2.97468 -1.47796
H 4.03103 3.40679 -3.19387
H 4.04515 1.18294 -3.85040
H 2.28860 0.84870 -3.35092
H 3.19338 -0.53860 -1.74312
H 3.62238 0.96184 -0.72739
H 5.42533 -0.46056 -2.96296
H 5.94508 1.16940 -2.13645
H 5.41870 -1.76225 -0.90217
H 7.07165 -0.97799 -1.02025
H 5.68082 1.05877 0.59343
H 6.84792 -0.30373 1.18969
H 5.63298 -2.92487 1.09545
H 3.87440 -4.23765 2.65775
H 0.80696 -2.49522 4.55942
H 1.22456 -3.85635 2.13465
H 1.75684 -5.23869 3.24920
H -0.00488 -4.51896 3.35138
H 0.82442 1.93386 4.44721
H 2.53844 3.24361 2.96481
C -8.44339 1.28843 -1.44883
O -7.47650 0.25576 -1.46992
C -6.34106 0.58630 -2.26358
C -5.09711 -0.12768 -1.74470
O -4.54393 0.46736 -0.56813
C -5.29931 0.31019 0.63524
C -5.27188 -1.10853 1.19495
O -6.12444 -1.96187 0.43933
C -5.66846 -3.30120 0.40840
H -8.88769 1.41716 -2.44004
H -9.22517 1.00785 -0.74074
H -7.99737 2.22894 -1.10768
H -6.16426 1.66923 -2.25892
H -6.55091 0.26107 -3.28842
H -4.31709 -0.03721 -2.50741
H -5.26788 -1.19541 -1.60103
H -6.31776 0.68088 0.51271
H -4.81588 0.96619 1.36575
H -5.64098 -1.10388 2.22737
H -4.23948 -1.48026 1.18468
H -4.64093 -3.35226 0.03271
H -6.30807 -3.86380 -0.27382
H -5.72930 -3.74736 1.40553

4.
92
Properties=species:S:1:pos:R:3 method="wB97M-V/def2-TZVPD" e_tot_ev=-73630.283 e_above_lowest_kcal_mol=13.3 homo_ev=-10.3 e_lumo_ev=-2.7 gap_ha=0.2776 total_charge=+1 largest_force_ha_per_bohr=0.07393
Y 0.65574 0.41701 0.15481
C 1.62934 -2.77982 2.85417
C 0.43830 -2.42547 1.99449
C -0.37573 -3.30334 1.24332
C -1.29277 -2.39054 0.56068
N -1.06398 -1.10515 0.93843
N -0.01411 -1.13483 1.87929
B -0.02587 -0.05840 3.09490
N -0.85363 1.12889 2.77557
N -1.03497 1.62001 1.43730
C -2.24453 2.23483 1.42104
C -2.75571 2.36152 2.70697
C -1.84902 1.62462 3.54984
C -1.82989 1.41931 5.06742
C -2.91414 2.55867 0.17064
C -4.00201 3.49012 0.17214
C -4.76481 3.67572 -0.91385
C -4.44970 2.96640 -2.08148
C -3.29067 2.23417 -2.17919
C -2.42206 2.11827 -1.06956
N 1.51148 0.49518 3.12332
N 2.21593 0.82034 1.85417
C 3.47777 1.06058 2.26385
C 3.62087 1.06632 3.66303
C 2.37926 0.64812 4.18169
C 1.99062 0.80902 5.64870
C 4.56919 1.21534 1.32515
C 4.24537 1.51227 -0.03425
C 5.29452 1.78675 -0.92918
C 6.63445 1.61810 -0.53028
C 6.92814 1.17320 0.78598
C 5.90080 0.95911 1.69047
C -2.54717 -2.69028 -0.10745
C -3.49399 -1.67984 -0.48819
C -4.61514 -1.97732 -1.26921
C -4.86520 -3.31658 -1.58907
C -4.02305 -4.33522 -1.14321
C -2.91471 -3.99881 -0.35519
H 1.92478 -3.81610 2.62061
H 2.43822 -2.08960 2.56022
H 1.33459 -2.64930 3.88031
H -0.34084 -4.36501 1.17467
H -0.18527 -0.59341 4.18249
H -3.64127 2.90720 3.06297
H -2.84118 1.72239 5.43586
H -1.64774 0.36654 5.33578
H -1.01246 2.03492 5.47311
H -4.16368 3.92714 1.15939
H -5.63999 4.32293 -0.90836
H -5.00013 3.09883 -3.01132
H -2.89364 1.88030 -3.12770
H -1.42488 1.66522 -1.13970
H 4.55311 1.22033 4.26731
H 2.34077 1.70875 6.14212
H 0.85966 0.84026 5.68962
H 2.37744 -0.04328 6.24749
H 3.21408 1.66182 -0.38519
H 5.03330 2.16619 -1.90603
H 7.47509 1.83339 -1.18984
H 7.96388 0.92897 1.10638
H 6.09704 0.61278 2.70828
H -3.23192 -0.63991 -0.15491
H -5.31952 -1.19104 -1.50607
H -5.73314 -3.59678 -2.20794
H -4.26282 -5.39370 -1.43374
H -2.30527 -4.78379 0.06307
N -1.79348 -4.43380 -5.23408
C -0.89054 -3.65807 -4.58173
C -0.75204 -2.28258 -4.95417
C 0.14976 -1.45276 -4.24943
C 0.80494 -2.02865 -3.12480
C 0.62624 -3.35604 -2.71666
C -0.11618 -4.21173 -3.50923
S 1.83275 -0.86652 -2.27722
O 1.97287 -1.26867 -0.86290
O 3.05045 -0.53845 -2.95265
N 0.71823 0.28496 -2.17529
C 0.80872 1.62510 -2.43807
N 0.68493 2.16124 -3.64012
C 0.69201 3.52330 -3.69227
C 1.04143 4.27025 -2.56940
C 1.18370 3.60490 -1.39498
N 0.93570 2.31383 -1.28655
H -2.34628 -4.04718 -5.96594
H -1.47588 -5.38359 -5.41556
H -1.46871 -1.86339 -5.67784
H 0.33452 -0.36584 -4.53811
H 1.10646 -3.75424 -1.84437
H -0.12404 -5.21637 -3.15206
H 0.56657 3.92990 -4.71069
H 1.16126 5.33962 -2.60872
H 1.47944 4.12046 -0.43334

5.
10
Properties=species:S:1:pos:R:3 method="wB97M-V/def2-TZVPD" e_tot_ev=-54841.841 e_above_lowest_kcal_mol=56.9 homo_ev=-17.7 e_lumo_ev=-12.4 gap_ha=0.1973 total_charge=+2 largest_force_ha_per_bohr=0.10930
C 0.05638 0.99982 1.71316
C 1.13368 0.35583 1.91429
H 1.76180 -0.41200 2.35320
Zn -1.32446 2.06567 0.91732
O 2.02291 3.19089 2.33659
C 2.03772 2.80710 1.19495
C 1.41203 1.69569 0.58358
Li 1.12145 2.09495 3.73480
H 1.84811 3.10502 -0.05050
H 1.68850 1.15235 -0.32034

6.
17
Properties=species:S:1:pos:R:3 method="wB97M-V/def2-TZVPD" e_tot_ev=-6852.378 e_above_lowest_kcal_mol=26.5 homo_ev=-9.6 e_lumo_ev=1.1 gap_ha=0.3943 largest_force_ha_per_bohr=0.01968
C -1.14871 -2.59839 -0.25335
N -0.83652 -1.51588 0.30247
C -0.01817 -0.63033 -0.50001
C 0.36305 0.52227 0.39977
C -0.80460 1.44053 0.75371
C 1.53529 1.23984 -0.22999
H -1.14049 -2.74028 -1.33832
H -1.31182 -3.45741 0.38075
H 0.90790 -1.19499 -0.69346
H -0.41884 -0.37186 -1.49921
H 0.68660 0.02882 1.32899
H -1.38798 1.71110 -0.13401
H -1.48749 0.97383 1.47235
H -0.42514 2.36527 1.20089
H 1.22291 1.70503 -1.17164
H 2.32928 0.51687 -0.45522
H 1.93473 2.00559 0.43630

Copy entry 2 word for word.
9
Properties=species:S:1:pos:R:3 method="wB97M-V/def2-TZVPD" e_tot_ev=-153055.655 e_above_lowest_kcal_mol=61.5 homo_ev="-7.9 / -8.0" e_lumo_ev="-0.2 / -0.2" gap_ha="0.2850 / 0.2863" largest_force_ha_per_bohr=0.07606
C -0.08908 0.85563 0.65177
C -0.38483 -0.68729 -1.20604
S 1.15812 0.21553 1.61660
Br 1.36451 -1.44352 -1.27532
Br -0.77040 0.34195 -2.83929
H -1.06288 0.64831 1.08786
H 0.29729 1.59724 -0.04151
H -1.05167 -1.37133 -0.77371
H 0.53894 -0.15652 2.77964